{"formula": "C42H112O14", "method": "ωB97M-V with the def2-TZVPD basis set", "e_lumo_ha": 0.0025, "total_energy_ha": -2720.59518, "de_lowest_kj_mol": 509.8, "e_homo_ev": -9.7079, "spin_multiplicity": 1, "species": ["C", "C", "C", "O", "H", "H", "H", "H", "H", "H", "H", "H", "C", "C", "C", "O", "H", "H", "H", "H", "H", "H", "H", "H", "C", "C", "C", "O", "H", "H", "H", "H", "H", "H", "H", "H", "C", "C", "C", "O", "H", "H", "H", "H", "H", "H", "H", "H", "C", "C", "C", "O", "H", "H", "H", "H", "H", "H", "H", "H", "C", "C", "C", "O", "H", "H", "H", "H", "H", "H", "H", "H", "C", "C", "C", "O", "H", "H", "H", "H", "H", "H", "H", "H", "C", "C", "C", "O", "H", "H", "H", "H", "H", "H", "H", "H", "C", "C", "C", "O", "H", "H", "H", "H", "H", "H", "H", "H", "C", "C", "C", "O", "H", "H", "H", "H", "H", "H", "H", "H", "C", "C", "C", "O", "H", "H", "H", "H", "H", "H", "H", "H", "C", "C", "C", "O", "H", "H", "H", "H", "H", "H", "H", "H", "C", "C", "C", "O", "H", "H", "H", "H", "H", "H", "H", "H", "C", "C", "C", "O", "H", "H", "H", "H", "H", "H", "H", "H"], "coordinates": [[2.34911, 18.55299, 22.27302], [1.34716, 17.40076, 22.27063], [-0.05273, 17.97634, 22.37308], [1.53320, 16.76583, 21.02948], [2.07129, 19.25552, 21.48728], [3.39086, 18.26079, 22.14083], [2.34721, 19.07911, 23.22763], [1.59196, 16.68638, 23.05665], [-0.12821, 18.81322, 21.67880], [-0.29020, 18.34846, 23.36970], [-0.81339, 17.26009, 22.06244], [1.42422, 17.48385, 20.40166], [-0.34291, 19.27099, 14.32445], [1.05184, 18.65056, 14.57256], [2.08417, 19.27498, 13.66644], [1.36404, 18.93616, 15.91028], [-0.39300, 20.28636, 14.71767], [-1.02571, 18.62778, 14.87957], [-0.60549, 19.29071, 13.26674], [1.01571, 17.56813, 14.44953], [3.08575, 18.93939, 13.93535], [2.09793, 20.36430, 13.70252], [1.86518, 19.06443, 12.61963], [1.43704, 19.89192, 15.96316], [5.16396, 13.75752, 16.60424], [6.01180, 13.86840, 17.87224], [6.39602, 15.29846, 18.31847], [5.22036, 13.36596, 18.87410], [5.75487, 14.30927, 15.87315], [4.13416, 14.11103, 16.65566], [5.10173, 12.72734, 16.25357], [6.91354, 13.26424, 17.77243], [5.53113, 15.95484, 18.41458], [6.98407, 15.85545, 17.58903], [6.95052, 15.32512, 19.25650], [4.54983, 14.04084, 19.00261], [16.18055, 26.20351, 22.10074], [16.86332, 27.06819, 23.19734], [16.23798, 28.44816, 23.40109], [16.67274, 26.31532, 24.40741], [15.13151, 25.93837, 22.23224], [16.66112, 25.24185, 21.92084], [16.16492, 26.81207, 21.19657], [17.94246, 27.10897, 23.04935], [16.38235, 29.10127, 22.54044], [16.75928, 28.88015, 24.25533], [15.17051, 28.37741, 23.60980], [17.29997, 26.69592, 25.02655], [12.03474, 29.61206, 12.86466], [13.01946, 28.96231, 13.88496], [12.57362, 27.61109, 14.40035], [14.16532, 28.74890, 13.15581], [11.95391, 29.02030, 11.95286], [12.37799, 30.62726, 12.66551], [11.07906, 29.68306, 13.38401], [13.19945, 29.65743, 14.70504], [11.77631, 27.70449, 15.13770], [13.44617, 27.11355, 14.82369], [12.16928, 27.01368, 13.58323], [14.68207, 28.09710, 13.63511], [7.40418, 23.18412, 18.90722], [7.13612, 23.94586, 20.24522], [8.02498, 25.18877, 20.43898], [5.77441, 24.36010, 20.29590], [7.19645, 23.84069, 18.06231], [6.71389, 22.34057, 18.90285], [8.42943, 22.83009, 18.79937], [7.36822, 23.28341, 21.07912], [7.71092, 25.86250, 19.64175], [9.06966, 24.93562, 20.25830], [7.91998, 25.66520, 21.41371], [5.72357, 24.83962, 21.12600], [13.31111, 19.36621, 17.53485], [13.32081, 19.29907, 15.99260], [13.96215, 20.54823, 15.38729], [13.98041, 18.15326, 15.53932], [12.80253, 18.59269, 18.11026], [12.90408, 20.30906, 17.90018], [14.35659, 19.21045, 17.80098], [12.29199, 19.19295, 15.64855], [14.11187, 20.36712, 14.32292], [14.93822, 20.58464, 15.87110], [13.32474, 21.41910, 15.54025], [13.66189, 17.99457, 14.64771], [5.70805, 31.95912, 14.35359], [4.71710, 32.38610, 15.42165], [5.07209, 31.69660, 16.79005], [4.82154, 33.77161, 15.50271], [5.81313, 30.87536, 14.30327], [6.65870, 32.36939, 14.69425], [5.45181, 32.35312, 13.37012], [3.69838, 32.13054, 15.13010], [6.09032, 31.93646, 17.09632], [5.02443, 30.61070, 16.70860], [4.45906, 32.04918, 17.61951], [4.68685, 34.17103, 14.64019], [10.64285, 32.64336, 20.68256], [10.24165, 33.67956, 21.73540], [10.84007, 33.26093, 23.06654], [10.92973, 34.84428, 21.33878], [11.72365, 32.53412, 20.77216], [10.34547, 32.94194, 19.67732], [10.17894, 31.69021, 20.93632], [9.16637, 33.84023, 21.65763], [10.56510, 34.00426, 23.81485], [11.92651, 33.19817, 23.00469], [10.37809, 32.34372, 23.43179], [10.62424, 34.88626, 20.42966], [-0.41360, 24.76225, 25.77780], [-1.02609, 25.41628, 27.05082], [-2.48063, 25.85557, 26.88588], [-1.10207, 24.45530, 28.06668], [-0.40727, 25.41283, 24.90327], [-0.95683, 23.85827, 25.50244], [0.63392, 24.57202, 26.01148], [-0.40010, 26.23459, 27.40663], [-2.61079, 26.55560, 26.06059], [-2.91586, 26.26127, 27.79916], [-3.14655, 25.02111, 26.66601], [-1.29557, 24.87347, 28.90887], [2.19565, 30.35017, 24.60927], [3.33358, 29.85818, 23.73959], [4.54405, 30.73384, 23.77092], [3.71543, 28.57872, 24.14811], [1.35817, 29.65324, 24.57725], [1.88045, 31.31380, 24.20907], [2.52063, 30.37755, 25.64934], [3.02263, 29.70389, 22.70634], [4.83517, 30.93225, 24.80241], [4.22302, 31.68188, 23.33935], [5.34941, 30.38250, 23.12591], [4.15092, 28.67645, 24.99805], [6.80268, 24.19192, 9.67936], [8.17018, 23.59083, 9.54763], [8.62782, 22.82732, 10.80576], [8.22995, 22.65483, 8.54259], [6.72755, 24.81865, 10.56798], [6.11882, 23.36057, 9.85053], [6.55976, 24.90209, 8.88895], [8.95855, 24.31743, 9.35111], [8.81699, 23.54677, 11.60246], [9.49557, 22.18350, 10.66231], [7.82338, 22.25365, 11.26607], [7.49389, 22.79930, 7.94347], [12.35123, 23.15645, 25.88216], [12.37379, 23.38816, 27.37151], [13.23443, 22.45218, 28.23190], [12.90315, 24.69554, 27.51446], [11.77793, 23.98665, 25.46960], [11.85106, 22.23034, 25.59890], [13.34576, 23.04437, 25.45034], [11.36024, 23.32958, 27.76824], [12.84727, 21.43688, 28.14599], [13.34998, 22.78690, 29.26278], [14.22288, 22.33988, 27.78641], [13.74749, 24.72121, 27.05835], [0.79912, 26.33608, 17.20061], [1.49399, 25.24633, 16.34667], [2.71034, 25.77295, 15.64797], [1.82568, 24.12077, 17.12399], [1.44859, 26.77359, 17.95881], [-0.11846, 25.99893, 17.68276], [0.54949, 27.11955, 16.48509], [0.81962, 24.88946, 15.56823], [3.47228, 26.06220, 16.37178], [2.43891, 26.62932, 15.03069], [3.13191, 24.98487, 15.02403], [2.37087, 24.41087, 17.85898]]}

{"formula": "C42H116N12O4", "method": "ωB97M-V with the def2-TZVPD basis set", "e_lumo_ha": -0.3322, "total_charge": 4, "total_energy_ha": -2626.06821, "de_lowest_kj_mol": 757.5, "e_homo_ev": -11.6883, "spin_multiplicity": 1, "species": ["N", "H", "H", "H", "H", "N", "H", "H", "H", "H", "N", "H", "H", "H", "H", "N", "H", "H", "H", "H", "N", "H", "H", "H", "H", "N", "H", "H", "H", "H", "C", "C", "C", "O", "C", "C", "C", "O", "O", "O", "H", "H", "C", "C", "N", "C", "C", "C", "C", "H", "H", "H", "H", "H", "H", "H", "H", "H", "H", "H", "H", "H", "H", "H", "C", "C", "N", "C", "C", "C", "C", "H", "H", "H", "H", "H", "H", "H", "H", "H", "H", "H", "H", "H", "H", "H", "C", "C", "N", "C", "C", "C", "C", "H", "H", "H", "H", "H", "H", "H", "H", "H", "H", "H", "H", "H", "H", "H", "C", "C", "N", "C", "C", "C", "C", "H", "H", "H", "H", "H", "H", "H", "H", "H", "H", "H", "H", "H", "H", "H", "C", "C", "N", "C", "C", "C", "C", "H", "H", "H", "H", "H", "H", "H", "H", "H", "H", "H", "H", "H", "H", "H", "C", "C", "N", "C", "C", "C", "C", "H", "H", "H", "H", "H", "H", "H", "H", "H", "H", "H", "H", "H", "H", "H"], "coordinates": [[1.94659, -1.85396, -6.77135], [2.46912, -2.70651, -6.62912], [1.43928, -1.51496, -5.96648], [1.32528, -2.12690, -7.51942], [2.35260, -1.03712, -7.20495], [-2.63078, 6.03718, -3.70256], [-2.42506, 5.11576, -3.34371], [-1.80141, 6.52529, -4.00914], [-3.06427, 6.60051, -2.98505], [-3.26982, 5.84012, -4.45946], [6.82045, 1.36702, 4.38626], [6.93482, 1.92175, 5.22251], [7.49756, 1.84277, 3.80723], [5.88635, 1.50619, 4.02820], [7.13085, 0.40783, 4.44708], [9.41166, 0.54325, -1.83986], [8.60494, 0.87050, -1.32780], [9.47266, -0.46328, -1.89696], [10.28567, 0.92226, -1.50436], [9.33983, 0.68964, -2.83661], [-4.24060, 0.85605, -5.08339], [-4.32861, 1.79955, -5.43291], [-3.34578, 0.76133, -4.62466], [-4.22580, 0.14543, -5.80096], [-4.84315, 0.66221, -4.29633], [5.96568, 5.97334, 0.92488], [6.11049, 6.77640, 1.52005], [6.11690, 6.02859, -0.07221], [5.11781, 5.43224, 1.01659], [6.76056, 5.41872, 1.20891], [2.14447, 0.48323, -1.54886], [2.73073, 1.00332, -0.40450], [2.12454, 2.14253, 0.39814], [2.59578, 2.66372, 1.49607], [0.92430, 2.69545, 0.01898], [0.13886, 2.08720, -1.05103], [0.88225, 0.88945, -1.91739], [0.22165, 0.22808, -2.70289], [-1.02994, 2.43267, -1.28295], [3.89937, 0.47371, -0.10377], [2.60686, -0.34413, -2.06662], [0.45808, 3.50737, 0.55732], [-6.19520, 2.17508, 7.02966], [-4.81989, 1.79407, 7.62189], [-3.76781, 1.49376, 6.66048], [-3.36809, 2.60610, 5.76246], [-2.77035, 3.75184, 6.43873], [-2.56301, 0.76235, 7.11079], [-2.99168, -0.58351, 7.80358], [-7.03810, 1.76617, 7.58681], [-6.28772, 1.80456, 6.00875], [-6.21899, 3.25946, 6.92158], [-4.54610, 2.60642, 8.29510], [-4.92035, 1.01944, 8.38212], [-4.18267, 3.08230, 5.21676], [-2.73738, 2.23769, 4.95340], [-2.74813, 4.65482, 5.82862], [-1.74235, 3.48121, 6.67972], [-3.28930, 4.02729, 7.35683], [-1.89528, 0.57779, 6.26926], [-1.97049, 1.34297, 7.81781], [-3.44741, -0.24824, 8.73524], [-3.84344, -0.96735, 7.24208], [-2.17540, -1.22920, 8.12739], [-4.65751, 7.79518, 0.78866], [-3.89306, 9.09223, 0.26647], [-3.96184, 9.26363, -1.19352], [-5.25304, 9.68534, -1.72729], [-5.55095, 9.14676, -3.09856], [-2.89882, 10.18787, -1.64118], [-1.47474, 9.75289, -1.40974], [-5.73267, 7.80604, 0.60974], [-4.63169, 7.81359, 1.87820], [-4.16445, 6.84292, 0.59328], [-4.39169, 9.93613, 0.74324], [-2.84539, 9.01590, 0.55742], [-6.01137, 9.34171, -1.02376], [-5.49493, 10.74798, -1.70751], [-5.35671, 8.07508, -3.14180], [-6.57542, 9.46600, -3.28999], [-4.98214, 9.63978, -3.88690], [-3.02484, 11.22436, -1.32825], [-2.96078, 10.13791, -2.72827], [-0.87132, 10.60720, -1.71654], [-1.10804, 8.89568, -1.97441], [-1.07224, 9.61663, -0.40599], [5.84574, -3.60916, 4.67972], [7.25513, -3.82415, 4.04532], [8.25618, -2.92283, 4.63795], [8.76613, -3.57171, 5.86121], [9.71661, -2.59341, 6.64351], [9.29764, -2.59485, 3.62874], [10.14082, -3.76099, 3.10498], [5.81702, -3.97071, 5.70761], [5.07649, -4.12045, 4.10098], [5.51895, -2.58138, 4.83771], [7.57389, -4.83754, 4.28928], [7.20386, -3.76394, 2.95819], [7.91332, -3.82060, 6.49277], [9.42045, -4.41174, 5.62823], [10.03077, -3.03356, 7.58993], [10.60735, -2.17263, 6.17703], [9.05859, -1.72938, 6.73601], [9.99948, -1.86377, 4.03005], [8.79408, -2.10118, 2.79761], [9.58137, -4.43439, 2.45564], [10.55918, -4.49853, 3.78990], [10.96608, -3.40294, 2.48950], [-1.20809, -4.04975, 1.63685], [-2.53584, -3.91973, 0.99876], [-3.09866, -5.19257, 0.51421], [-3.74211, -6.04469, 1.47571], [-2.84987, -6.53174, 2.64154], [-2.17613, -5.81546, -0.46179], [-2.90276, -6.90404, -1.19883], [-0.99203, -3.02755, 1.94755], [-0.43893, -4.31462, 0.91136], [-1.04391, -4.68172, 2.50963], [-3.15468, -3.33688, 1.68098], [-2.28822, -3.24407, 0.18005], [-4.57889, -5.49247, 1.90346], [-4.29843, -6.79412, 0.91273], [-1.88313, -6.77459, 2.20050], [-2.78775, -5.86203, 3.49929], [-3.40065, -7.38951, 3.02751], [-1.30733, -6.33693, -0.06008], [-1.92925, -5.18788, -1.31811], [-2.25713, -7.09653, -2.05567], [-3.95991, -6.69791, -1.36626], [-2.78375, -7.73261, -0.50067], [-7.71123, -0.59512, 0.04439], [-6.91825, 0.15915, -1.02663], [-7.66950, 0.24710, -2.32990], [-8.38608, -0.91518, -2.77830], [-7.38272, -2.07279, -3.02718], [-8.67579, 1.33166, -2.29058], [-8.13810, 2.69722, -2.20184], [-7.62502, -1.65520, -0.19418], [-8.77975, -0.37996, 0.05421], [-7.40864, -0.34967, 1.06237], [-6.74574, 1.15248, -0.61233], [-5.95768, -0.34509, -1.13211], [-8.82717, -0.65174, -3.73962], [-9.14657, -1.18754, -2.04647], [-7.02844, -2.47041, -2.07614], [-6.48389, -1.73707, -3.54440], [-7.90332, -2.82577, -3.61888], [-9.40452, 1.23848, -3.09579], [-9.35921, 1.18250, -1.45465], [-7.53770, 2.89725, -3.08931], [-9.01379, 3.33628, -2.08834], [-7.34440, 2.87586, -1.47642], [3.51914, -6.07955, -4.42666], [4.86402, -5.68524, -4.94424], [4.71993, -5.52083, -6.41419], [4.08634, -6.56472, -7.16607], [4.73321, -7.98101, -6.85160], [6.04109, -5.12097, -6.82400], [5.99926, -4.39433, -8.13895], [3.63222, -6.09890, -3.34272], [3.05822, -7.00693, -4.76668], [2.82137, -5.27015, -4.64133], [5.17940, -4.77047, -4.44240], [5.69460, -6.34130, -4.68380], [3.01430, -6.63534, -6.98210], [4.20226, -6.38498, -8.23488], [4.37643, -8.38498, -5.90417], [4.43714, -8.77076, -7.54205], [5.81345, -7.98832, -6.99703], [6.63422, -6.03363, -6.88176], [6.55316, -4.48169, -6.10483], [5.34364, -4.75288, -8.93249], [7.01001, -4.40338, -8.54686], [5.85443, -3.32446, -7.98895]]}